No. 1
Entry from OMol25: a molecular structure, C15H15N3OsP at a distorted geometry (the ωB97M-V functional and the def2-TZVPD basis).

Positions of all 35 atoms, in Å:
C  3.424  -1.196  -1.812
C  4.554  -0.798  -2.613
C  4.024  -0.763  -3.901
C  2.901  -1.621  -4.068
C  2.458  -1.876  -2.729
Os  1.789  -0.911  0.580
P  3.042  -2.112  1.893
H  3.228  -0.937  -0.707
H  5.553  -0.561  -2.275
H  4.514  -0.266  -4.750
H  1.528  -2.332  -2.406
H  2.448  -2.005  -4.988
H  3.330  -1.524  3.163
H  4.338  -2.686  1.640
H  2.378  -3.301  2.305
N  -6.400  2.743  4.170
C  -5.434  2.441  3.583
C  -4.331  2.040  2.756
C  -2.995  1.985  3.187
C  -1.994  1.524  2.315
C  -2.312  1.085  1.024
C  -3.641  1.232  0.567
C  -4.640  1.671  1.446
N  -1.333  0.488  0.197
C  -1.516  0.181  -1.146
C  -0.307  -0.150  -1.691
N  0.692  0.173  -0.757
C  0.075  0.351  0.472
H  -2.722  2.277  4.199
H  -0.957  1.503  2.648
H  -3.930  1.001  -0.460
H  -5.683  1.715  1.124
H  -2.474  0.246  -1.636
H  -0.034  -0.567  -2.652
H  0.427  0.949  1.321

- HOMO-LUMO gap (alpha / beta) (Ha) = 0.267 / 0.218
- spin multiplicity = 5
- total charge = +1

Here are the Löwdin charges for atoms 1 to 2, given in e: C -0.109; C -0.085


No. 2
Entry from OMol25: a single C4H11NO molecule at a distorted geometry (the ωB97M-V functional and the def2-TZVPD basis).

Positions of all 17 atoms, in Å:
C  1.103  1.855  -0.655
N  1.120  0.832  0.494
C  -0.110  -0.035  0.500
C  -1.501  0.602  0.065
C  0.272  -1.210  -0.297
O  -0.724  -2.230  -0.095
H  2.194  2.167  -0.830
H  0.783  1.180  -1.551
H  0.425  2.797  -0.442
H  1.176  1.271  1.334
H  -0.128  -0.255  1.457
H  -2.322  -0.078  0.466
H  -1.712  1.520  0.806
H  -1.509  0.949  -0.967
H  1.324  -1.641  -0.133
H  0.149  -1.075  -1.394
H  -1.023  -2.095  0.877

- HOMO-LUMO gap (Ha) = 0.369
- SMILES = CN[C@@H](C)CO
- total charge = 0

Here are the Löwdin charges for atoms 1 to 2, given in e: C -0.113; N -0.078


No. 3
Entry from OMol25: a gas-phase ion, C7H11N2 (charge +1) at a distorted geometry (the ωB97M-V functional and the def2-TZVPD basis).

Positions of all 20 atoms, in Å:
C  0.292  0.016  3.076
C  0.117  0.633  1.885
N  1.177  0.369  0.984
C  1.318  0.610  -0.317
C  0.314  1.312  -1.089
C  -0.497  0.338  -2.056
C  -1.416  -0.495  -1.295
C  -1.147  -1.605  -0.706
N  -0.635  -2.667  -0.263
H  -0.329  0.144  3.965
H  1.208  -0.431  3.254
H  -0.905  1.115  1.595
H  1.957  -0.345  1.418
H  2.132  0.151  -0.802
H  0.893  1.904  -1.790
H  -0.431  2.027  -0.634
H  -0.902  0.773  -2.886
H  0.226  -0.265  -2.456
H  -2.437  -0.090  -1.211
H  -0.936  -3.492  -0.672

- HOMO-LUMO gap (Ha) = 0.282
- SMILES = C=C/[NH+]=C\CCC=C=N
- total charge = +1

Here are the Löwdin charges for atoms 1 to 2, given in e: C 0.098; C -0.130


No. 4
Entry from OMol25: a single C23H29N3O3 molecule (the ωB97M-V functional and the def2-TZVPD basis).

Positions of all 58 atoms, in Å:
C  2.572  -0.459  -5.321
C  1.437  -0.570  -4.350
C  1.459  -1.527  -3.347
C  0.433  -1.649  -2.428
C  -0.658  -0.795  -2.513
N  -1.743  -0.861  -1.630
C  -1.853  -1.581  -0.483
O  -1.003  -2.250  0.040
O  -3.113  -1.415  0.001
C  -3.417  -2.061  1.234
C  -3.390  -1.074  2.406
N  -2.055  -0.586  2.668
C  -1.577  0.570  1.941
C  -1.294  1.763  2.878
N  -0.035  1.745  3.575
C  1.113  2.300  2.882
C  1.656  1.533  1.696
C  1.189  1.787  0.411
C  1.680  1.083  -0.673
C  2.649  0.111  -0.486
C  3.124  -0.149  0.787
C  2.634  0.561  1.870
C  0.181  0.586  4.406
C  0.135  -0.795  3.720
C  -1.277  -1.300  3.520
O  -1.707  -2.274  4.110
C  -0.696  0.162  -3.523
C  0.336  0.289  -4.437
C  0.269  1.337  -5.506
H  3.332  -1.207  -5.111
H  3.033  0.528  -5.263
H  2.221  -0.600  -6.343
H  2.300  -2.202  -3.281
H  0.477  -2.390  -1.649
H  -2.558  -0.320  -1.882
H  -2.686  -2.855  1.413
H  -4.417  -2.486  1.121
H  -4.054  -0.231  2.204
H  -3.728  -1.607  3.299
H  -2.356  0.860  1.233
H  -0.679  0.320  1.368
H  -1.342  2.688  2.299
H  -2.090  1.792  3.633
H  1.907  2.408  3.628
H  0.825  3.304  2.553
H  0.438  2.551  0.259
H  1.312  1.290  -1.666
H  3.031  -0.436  -1.333
H  3.882  -0.903  0.939
H  3.018  0.363  2.861
H  1.155  0.708  4.886
H  -0.582  0.601  5.194
H  0.656  -0.769  2.762
H  0.634  -1.521  4.363
H  -1.551  0.822  -3.592
H  1.115  2.019  -5.428
H  0.306  0.879  -6.494
H  -0.649  1.914  -5.427

- HOMO-LUMO gap (Ha) = 0.319
- SMILES = Cc1ccc(NC(=O)OCCN2CCN(Cc3ccccc3)CCC2=O)cc1C
- total charge = 0

Here are the Löwdin charges for atoms 1 to 2, given in e: C -0.047; C -0.247


No. 5
Entry from OMol25: a molecular structure, C34H40Cl2FGe2N2O5SiTi (the ωB97M-V functional and the def2-TZVPD basis).

Positions of all 88 atoms, in Å:
Ti  0.074  -0.207  1.246
O  1.224  -3.397  4.182
C  0.890  -2.267  3.538
O  0.276  -2.305  2.511
C  1.351  -0.966  4.158
O  0.475  0.025  3.707
C  0.959  1.354  3.848
C  0.231  2.233  2.839
O  0.239  3.436  2.975
O  -0.351  1.571  1.883
H  1.697  -3.192  4.997
H  2.375  -0.782  3.805
H  1.352  -1.031  5.254
H  2.027  1.401  3.607
H  0.788  1.728  4.859
C  -2.552  -3.917  1.645
Si  -1.953  -2.729  0.314
C  -3.269  -2.734  -1.022
C  -0.329  -3.331  -0.408
N  -1.708  -1.149  0.960
C  -2.827  -0.460  1.451
C  -3.685  0.276  0.629
C  -4.771  0.974  1.140
C  -5.040  0.955  2.499
C  -4.216  0.226  3.347
C  -3.144  -0.459  2.815
F  -2.361  -1.172  3.666
H  -2.763  -4.901  1.216
H  -3.476  -3.544  2.098
H  -1.809  -4.032  2.435
H  -3.472  -3.751  -1.371
H  -2.956  -2.137  -1.880
H  -4.208  -2.319  -0.646
H  -0.521  -3.982  -1.265
H  0.272  -3.873  0.324
H  0.278  -2.495  -0.767
H  -3.459  0.291  -0.430
H  -5.401  1.548  0.471
H  -5.879  1.507  2.902
H  -4.386  0.181  4.415
Cl  3.053  -3.118  1.034
C  3.911  -1.601  0.992
C  5.286  -1.635  0.867
C  6.005  -0.451  0.800
C  5.323  0.755  0.862
C  3.949  0.769  0.989
Cl  3.138  2.303  1.061
C  3.156  -0.406  1.055
N  1.816  -0.360  1.140
H  5.782  -2.595  0.814
H  7.081  -0.467  0.695
H  5.853  1.696  0.805
C  0.767  4.329  -0.457
Ge  -0.527  3.104  -1.285
C  -2.239  3.452  -0.374
C  -0.773  3.727  -3.152
Ge  0.120  0.736  -1.193
C  -1.047  -0.070  -2.602
C  -2.329  0.423  -2.854
C  -3.157  -0.144  -3.814
C  -2.720  -1.235  -4.552
C  -1.449  -1.744  -4.318
C  -0.630  -1.168  -3.357
C  1.915  0.627  -2.045
C  2.523  1.711  -2.680
C  3.801  1.616  -3.217
C  4.504  0.422  -3.136
C  3.918  -0.672  -2.515
C  2.643  -0.563  -1.977
H  0.463  5.362  -0.645
H  1.774  4.183  -0.851
H  0.781  4.161  0.620
H  -2.413  4.529  -0.329
H  -2.203  3.059  0.642
H  -3.082  2.990  -0.891
H  -1.198  4.734  -3.150
H  -1.444  3.066  -3.703
H  0.178  3.758  -3.685
H  -2.691  1.280  -2.295
H  -4.146  0.265  -3.986
H  -3.363  -1.685  -5.297
H  -1.096  -2.597  -4.886
H  0.363  -1.578  -3.201
H  1.997  2.656  -2.752
H  4.252  2.480  -3.692
H  5.506  0.347  -3.542
H  4.461  -1.607  -2.431
H  2.218  -1.418  -1.460

- HOMO-LUMO gap (Ha) = 0.227
- total charge = -1

Here are the Löwdin charges for atoms 1 to 2, given in e: Ti 0.818; O 0.136


No. 6
Entry from OMol25: 5 unconnected molecules or ions with the total composition C18H42FN7O7S at a distorted geometry (the ωB97M-V functional and the def2-TZVPD basis).

Positions of all 76 atoms, in Å:
C  -3.435  -2.926  2.927
C  -3.945  -2.506  1.449
C  -2.730  -1.837  0.615
N  -2.027  -2.845  -0.274
N  -0.695  -3.042  0.143
C  0.223  -1.941  -0.229
C  0.766  -1.207  1.115
C  2.346  -1.049  1.143
N  3.141  -2.254  1.414
O  2.827  0.088  0.976
S  -0.093  -4.606  -0.118
O  1.232  -4.700  -0.791
O  0.020  -5.306  1.216
F  -1.159  -5.571  -1.015
H  -3.989  -3.856  3.269
H  -2.308  -3.098  2.831
H  -3.625  -2.098  3.696
H  -4.452  -3.357  0.898
H  -4.717  -1.679  1.601
H  -3.206  -1.011  -0.015
H  -2.019  -1.385  1.386
H  -2.578  -3.707  -0.124
H  1.048  -2.198  -0.959
H  -0.416  -1.144  -0.753
H  0.441  -1.849  1.992
H  0.244  -0.206  1.206
H  3.232  -2.327  2.444
H  2.545  -3.047  1.105
C  3.450  3.959  1.939
N  3.813  3.490  3.261
C  4.130  4.459  4.292
C  3.863  2.164  3.562
O  4.158  1.699  4.649
H  4.276  4.542  1.529
H  2.559  4.590  2.018
H  3.239  3.123  1.273
H  5.149  4.285  4.646
H  3.442  4.329  5.130
H  4.046  5.473  3.901
H  3.606  1.518  2.708
C  -8.315  -2.916  -2.592
N  -6.922  -2.820  -2.203
C  -6.013  -3.887  -2.577
C  -6.440  -1.761  -1.499
O  -5.284  -1.623  -1.144
H  -8.746  -3.820  -2.155
H  -8.379  -2.972  -3.682
H  -8.877  -2.048  -2.246
H  -5.575  -4.318  -1.673
H  -5.209  -3.475  -3.192
H  -6.541  -4.661  -3.134
H  -7.210  -1.009  -1.267
C  4.620  0.398  -2.091
N  4.858  1.814  -1.896
C  4.962  2.677  -3.056
C  4.987  2.359  -0.656
O  5.187  3.538  -0.423
H  5.437  -0.024  -2.683
H  3.676  0.265  -2.626
H  4.565  -0.124  -1.135
H  5.941  3.162  -3.056
H  4.191  3.449  -3.000
H  4.838  2.100  -3.973
H  4.892  1.618  0.153
C  0.874  4.600  -0.782
N  0.194  3.352  -1.069
C  0.072  2.920  -2.448
C  -0.334  2.574  -0.087
O  -0.915  1.518  -0.264
H  0.352  5.416  -1.288
H  1.901  4.540  -1.150
H  0.890  4.797  0.291
H  -0.986  2.817  -2.700
H  0.554  1.946  -2.562
H  0.540  3.641  -3.117
H  -0.187  2.992  0.921

- HOMO-LUMO gap (Ha) = 0.323
- SMILES = CCCNN(CCC(N)=O)S(=O)(=O)F.CN(C)C=O.CN(C)C=O.CN(C)C=O.CN(C)C=O
- total charge = 0

Here are the Löwdin charges for atoms 1 to 2, given in e: C -0.115; C -0.231


No. 7
Entry from OMol25: a molecular structure, C5H7NO (the ωB97M-V functional and the def2-TZVPD basis).

Positions of all 14 atoms, in Å:
O  2.053  -0.726  -0.933
C  1.326  -0.526  0.011
C  0.346  0.612  0.041
C  -1.133  0.417  -0.026
C  -1.554  -0.835  0.700
C  -0.898  -0.398  1.777
N  -0.493  0.899  1.224
H  1.481  0.562  -2.722
H  1.377  -1.163  0.913
H  0.714  1.513  -0.450
H  -1.762  1.083  -0.609
H  1.146  1.016  -3.209
H  -2.120  -1.714  0.420
H  -0.604  -0.776  2.750

- HOMO-LUMO gap (Ha) = 0.372
- total charge = 0

Here are the Löwdin charges for atoms 1 to 2, given in e: O 0.020; C -0.205


No. 8
Entry from OMol25: 8 unconnected molecules or ions with the total composition H16O8 at a distorted geometry (the ωB97M-V functional and the def2-TZVPD basis).

Positions of all 24 atoms, in Å:
O  0.131  -0.677  -0.675
H  0.457  -0.016  0.042
H  -0.784  -0.612  -0.662
O  -0.576  1.070  1.407
H  -1.272  1.323  0.847
H  -0.969  0.309  1.801
O  2.705  -0.027  1.503
H  2.929  -0.345  0.748
H  3.225  0.671  1.634
O  1.078  -0.535  3.656
H  1.585  -0.082  4.221
H  1.536  -0.495  2.720
O  0.767  1.470  -2.770
H  0.401  0.998  -1.938
H  0.367  2.518  -2.714
O  2.678  -1.982  -0.501
H  1.768  -1.614  -0.698
H  3.038  -2.202  -1.340
O  -3.331  1.518  -0.307
H  -3.212  0.496  -0.343
H  -4.048  1.834  -0.922
O  -2.872  -0.893  -1.623
H  -3.011  -1.773  -1.610
H  -2.588  -0.955  -2.474

- HOMO-LUMO gap (Ha) = 0.384
- SMILES = O.O.O.O.O.O.O.O
- total charge = 0

Here are the Löwdin charges for atoms 1 to 2, given in e: O -0.068; H 0.082


Quick rundown of electronic energy, same order as above: -1176.333950, -288.914886, -382.460492, -1283.876180, -8118.623913, -2118.941874, -324.547811, -611.428435 a.u.
Quick rundown of energy above the lowest of the compared OMol25 structures with the same formula, charge and spin, same order as above: 254.7, 268.1, 428.3, 157.0, 36.8, 251.6, 463.8, 404.8 kJ/mol